[1]
Entry from the OMol25 dataset: a molecular structure, C14H28Cl2NOP2Ti (ωB97M-V with the def2-TZVPD basis set).

Structure (XYZ):
```
49
Properties=species:S:1:pos:R:3:forces:R:3:lowdin_charge:R:1
C 1.795322 0.525756 -4.470076 0.28 0.94 -1.06 -0.011
C 1.784562 0.365200 -3.010802 0.41 -2.20 1.03 -0.216
H 2.827710 0.650008 -4.844600 -0.26 -0.18 0.24 0.128
H 1.227187 1.420874 -4.765684 0.10 -0.47 0.00 0.093
H 1.350190 -0.364379 -4.942540 0.06 0.18 0.28 0.115
O 2.463677 -0.208804 -2.234112 -0.58 1.15 -1.10 0.116
Cl -3.006673 -0.976078 -3.588292 0.94 0.34 0.07 0.184
Ti -1.620229 -0.424729 -1.997086 -2.84 0.10 1.12 0.203
P -0.555342 1.582034 -1.086096 0.34 1.73 1.21 0.719
C 0.854297 1.447997 0.054693 0.33 -0.64 -0.10 -0.202
C -0.060380 2.745714 -2.369200 0.11 0.11 -0.49 -0.232
H 0.178844 3.705284 -1.889122 0.00 -0.24 -0.24 0.082
H -1.382088 3.597974 -0.060261 -0.07 -0.30 0.03 0.075
H -0.891656 2.887073 -3.076977 0.33 0.10 0.11 0.076
H -2.728598 2.463356 -0.394428 0.20 0.17 0.12 0.045
H 1.686674 0.903628 -0.405985 -0.17 0.24 0.29 0.030
H 0.817325 2.333505 -2.899019 -0.58 0.66 0.31 0.010
C -1.697382 2.544988 -0.031862 -0.51 -0.02 -0.15 -0.237
H 1.181999 2.464822 0.320503 -0.21 -0.24 -0.13 0.093
H -1.657035 2.179664 1.004131 0.03 -0.02 -0.32 0.057
H 0.527194 0.923389 0.965164 0.07 0.19 -0.19 0.031
P -0.210889 -2.201945 -1.280890 0.98 -2.23 0.63 0.731
C 1.246448 -2.156637 -0.200326 0.38 0.63 0.08 -0.202
C -1.287992 -3.424036 -0.459029 -0.59 -0.09 0.05 -0.221
H -0.459589 -3.037764 -3.550365 0.19 -0.13 0.15 0.054
H 0.474252 -4.141251 -2.492871 0.06 0.30 -0.15 0.079
H 1.250385 -2.663889 -3.163963 -0.23 -0.17 0.06 0.056
C 0.316244 -3.090514 -2.774614 0.18 0.15 -0.42 -0.221
H -2.331232 -3.089970 -0.457282 0.23 -0.30 0.06 0.017
H -1.208767 -4.368101 -1.013676 -0.07 0.22 0.21 0.072
H 1.490585 -3.190094 0.087431 -0.16 0.23 -0.19 0.092
H 1.039109 -1.569210 0.706045 0.12 -0.19 -0.32 0.025
H -0.962015 -3.588507 0.576966 -0.10 0.13 -0.27 0.072
H 2.095113 -1.700420 -0.728512 -0.30 -0.28 0.34 0.042
Cl -3.119050 -0.494091 -0.299203 1.34 0.14 -1.32 0.235
N -1.044920 -0.729883 2.305042 -0.75 -1.11 -2.02 0.075
C -0.490902 -0.008951 3.312655 0.88 1.44 1.71 -0.362
C 0.911096 -0.036612 3.523051 -0.78 0.41 -0.03 -0.062
C 1.498210 0.851506 4.426002 -0.45 -0.05 0.01 -0.080
C 0.701278 1.730317 5.169018 0.01 0.07 0.07 -0.087
C -0.693304 1.711189 5.026290 0.18 -0.23 -0.26 -0.073
C -1.296669 0.851188 4.103413 0.69 -0.21 -0.31 -0.038
H -0.552627 -1.510368 1.888215 -0.27 0.21 0.57 0.057
H -2.027353 -0.666300 2.065075 0.40 -0.08 0.52 0.039
H 1.520074 -0.730535 2.944754 0.00 0.09 0.10 0.097
H 2.580931 0.854012 4.538634 -0.25 0.00 0.07 0.111
H 1.170335 2.429648 5.868479 -0.22 -0.33 -0.27 0.112
H -1.323685 2.371662 5.628219 0.29 -0.23 -0.20 0.115
H -2.380669 0.832291 3.973114 0.27 0.03 0.08 0.110
```
Positions in Å, forces in eV/Å.

Expectation value of S² = 0.76
Charge = +2
Multiplicity = 2
Calculated total energy = -85232.37790 eV

[2]
Entry from the OMol25 dataset: a molecular structure, H2N2O3Si (ωB97M-V with the def2-TZVPD basis set).

Structure (XYZ):
```
8
Properties=species:S:1:pos:R:3:forces:R:3:lowdin_charge:R:1
N -0.404242 0.241112 -0.561163 2.51 -0.74 -1.98 0.102
N -1.439781 0.127641 0.104674 -1.70 2.80 0.09 -0.458
O 0.535975 -1.560034 -0.423363 -0.89 -2.52 -0.51 -0.329
O -1.604748 1.421924 -0.127089 -0.71 -0.27 0.70 0.073
O -2.121393 -0.615459 0.671030 -0.38 -1.38 0.68 0.218
Si 1.330671 -0.329870 -0.053605 1.99 3.85 0.64 0.437
H 2.417197 0.445367 -0.968371 -1.30 -1.14 1.11 -0.018
H 1.286318 0.269320 1.357890 0.48 -0.59 -0.73 -0.025
```
Positions in Å, forces in eV/Å.

Charge = 0
Calculated total energy = -17025.09178 eV